Entry 1:
{"formula": "C38H48IrN4OP2", "method": "ωB97M-V/def2-TZVPD", "gap_ev": 5.65, "multiplicity": 1, "charge": 1, "homo_energy_ha": -0.3508, "lumo_ev": -3.90, "elements": ["Ir", "P", "P", "O", "N", "N", "N", "N", "C", "C", "C", "C", "C", "C", "C", "C", "C", "C", "C", "C", "C", "C", "C", "C", "C", "C", "C", "C", "C", "C", "C", "C", "C", "C", "C", "C", "C", "C", "C", "C", "C", "C", "C", "C", "C", "C", "H", "H", "H", "H", "H", "H", "H", "H", "H", "H", "H", "H", "H", "H", "H", "H", "H", "H", "H", "H", "H", "H", "H", "H", "H", "H", "H", "H", "H", "H", "H", "H", "H", "H", "H", "H", "H", "H", "H", "H", "H", "H", "H", "H", "H", "H", "H", "H"], "xyz": [[0.180, -0.033, 0.224], [1.062, 1.929, -0.761], [-1.607, -1.154, 1.337], [-1.060, -0.678, -1.822], [0.753, -2.046, -1.927], [1.821, -0.902, 1.683], [-0.189, 1.377, 1.686], [1.153, -1.543, -0.783], [1.627, 2.657, 0.801], [-4.447, -1.685, 1.072], [-0.351, 3.032, -1.281], [-0.057, 4.530, -1.305], [-3.485, 0.428, 0.116], [2.475, -1.681, -0.438], [-2.853, -0.158, 3.693], [-1.282, -2.901, 1.910], [-1.539, 2.277, 3.491], [-0.404, -1.599, -2.398], [-1.884, 0.007, 2.714], [-2.664, -3.084, -4.991], [2.773, 3.357, -2.607], [3.444, -2.221, -1.436], [-2.529, 2.101, 4.432], [-0.388, -3.392, -5.690], [2.060, -0.647, 2.952], [2.509, 2.013, -1.937], [-1.360, -3.778, 0.660], [0.055, -2.759, -4.546], [-2.117, -3.443, 3.064], [2.745, 3.450, 0.977], [-0.866, -2.262, -3.625], [2.375, 0.915, -2.992], [3.161, 3.805, 2.250], [3.328, -0.678, 3.505], [-3.228, -1.051, 0.412], [4.168, -1.355, 1.368], [4.407, -1.003, 2.670], [-2.230, -2.416, -3.864], [-1.171, 1.226, 2.633], [0.876, 2.213, 1.918], [-1.746, -3.563, -5.912], [2.466, 3.336, 3.355], [-0.940, 2.522, -2.592], [1.341, 2.555, 3.199], [-3.168, 0.877, 4.557], [2.840, -1.326, 0.868], [5.415, -0.972, 3.054], [-1.942, -2.878, 3.976], [-4.344, -2.763, 1.157], [-1.837, 3.083, -2.845], [0.847, 2.168, 4.077], [-2.804, 2.923, 5.072], [-0.235, -2.867, 2.238], [2.808, 3.574, 4.350], [1.202, -0.394, 3.563], [3.469, -0.458, 4.548], [-5.322, -1.482, 0.455], [3.724, 3.301, -3.136], [1.109, -2.632, -4.359], [-4.301, 0.527, -0.599], [-2.934, -2.017, -3.151], [-0.811, -3.316, -0.160], [2.835, 4.173, -1.891], [2.897, -2.584, -2.304], [-1.089, 2.861, -0.484], [2.161, -0.047, -2.538], [-2.391, -3.924, 0.347], [-0.921, -4.754, 0.852], [0.324, -3.748, -6.419], [1.576, 1.137, -3.693], [-3.931, 0.739, 5.305], [-3.754, 0.971, 1.023], [-1.078, 3.246, 3.374], [-1.826, -4.477, 3.249], [4.974, -1.629, 0.709], [-3.018, -1.554, -0.540], [-3.721, -3.222, -5.158], [-3.369, -1.100, 3.787], [0.503, 4.828, -2.186], [4.029, 4.432, 2.376], [0.491, 4.843, -0.417], [4.155, -1.458, -1.754], [4.006, -3.046, -1.001], [-3.179, -3.438, 2.837], [3.303, 0.826, -3.553], [-4.635, -1.257, 2.054], [-0.235, 2.636, -3.412], [2.001, 3.584, -3.336], [-2.594, 0.879, -0.326], [3.317, 3.794, 0.131], [3.360, 1.766, -1.281], [-1.203, 1.467, -2.509], [-1.002, 5.071, -1.322], [-2.088, -4.060, -6.804]]}

=====

Entry 2:
{"formula": "C16H39As3O2SSn", "method": "ωB97M-V/def2-TZVPD", "gap_ev": [5.63, 6.67], "multiplicity": 1, "charge": 4, "homo_energy_ha": [-0.6853, -0.7235], "lumo_ev": [-13.02, -13.02], "elements": ["Sn", "As", "As", "As", "S", "O", "O", "C", "C", "C", "C", "C", "C", "C", "C", "C", "C", "C", "C", "C", "C", "C", "C", "H", "H", "H", "H", "H", "H", "H", "H", "H", "H", "H", "H", "H", "H", "H", "H", "H", "H", "H", "H", "H", "H", "H", "H", "H", "H", "H", "H", "H", "H", "H", "H", "H", "H", "H", "H", "H", "H", "H"], "xyz": [[2.907, 1.792, 1.397], [-1.704, -0.234, 1.390], [-0.749, 1.610, -0.740], [-4.732, -1.386, -2.823], [4.016, -1.607, 1.006], [3.543, -0.091, 1.169], [4.579, 2.897, 2.440], [6.319, -2.563, 0.209], [5.236, -1.911, 2.328], [0.188, 0.780, -2.228], [-3.383, -0.857, -1.487], [-4.585, -3.274, -3.134], [-0.416, 3.507, -1.042], [-2.651, 1.579, -1.299], [6.596, -2.150, 1.656], [-5.053, 1.007, -0.991], [4.761, 2.953, 3.909], [-3.614, 0.507, -0.765], [-3.456, 0.347, 0.758], [-1.396, 0.951, 2.894], [-4.509, -0.463, -4.494], [-1.989, -1.933, 2.309], [5.255, -1.597, -0.309], [-2.142, -2.756, 1.616], [-3.640, 1.299, 1.261], [-0.045, -0.281, -2.291], [-1.370, 1.987, 2.562], [5.264, 3.446, 2.026], [-4.679, 0.605, -4.384], [4.627, 3.979, 4.241], [4.792, -1.899, -1.247], [-0.765, 3.750, -2.047], [-2.204, 0.822, 3.615], [-5.212, 1.314, -2.028], [5.754, 2.588, 4.158], [1.263, 0.887, -2.082], [-0.956, 4.107, -0.312], [-3.407, -1.688, -0.779], [-5.270, 1.874, -0.367], [-0.461, 0.692, 3.390], [-2.872, -1.792, 2.934], [0.648, 3.729, -0.974], [-4.410, -3.805, -2.202], [4.872, -2.787, 2.865], [-2.427, -0.897, -2.016], [7.140, -2.926, 2.192], [7.208, -2.502, -0.417], [5.626, -0.572, -0.383], [-5.514, -3.630, -3.579], [-3.026, 2.559, -0.992], [5.957, -3.592, 0.160], [-1.125, -2.141, 2.936], [-0.086, 1.284, -3.154], [5.206, -1.055, 3.003], [7.202, -1.245, 1.683], [-4.194, -0.372, 1.120], [-5.231, -0.871, -5.201], [-3.496, -0.664, -4.850], [-3.772, -3.435, -3.846], [-5.783, 0.237, -0.731], [-2.639, 1.574, -2.392], [4.005, 2.313, 4.358]]}

=====

Entry 3:
{"formula": "C41H39MoNO2PSSi", "method": "ωB97M-V/def2-TZVPD", "gap_ev": [5.57, 5.90], "multiplicity": 1, "charge": 1, "homo_energy_ha": [-0.3666, -0.3672], "lumo_ev": [-4.40, -4.09], "elements": ["Mo", "S", "P", "Si", "O", "O", "N", "C", "C", "C", "C", "C", "C", "C", "C", "C", "C", "C", "C", "C", "C", "C", "C", "C", "C", "C", "C", "C", "C", "C", "C", "C", "C", "C", "C", "C", "C", "C", "C", "C", "C", "C", "C", "C", "C", "C", "C", "C", "H", "H", "H", "H", "H", "H", "H", "H", "H", "H", "H", "H", "H", "H", "H", "H", "H", "H", "H", "H", "H", "H", "H", "H", "H", "H", "H", "H", "H", "H", "H", "H", "H", "H", "H", "H", "H", "H", "H"], "xyz": [[-0.360, 0.420, 0.515], [-2.883, -3.110, 1.482], [1.327, 1.155, -0.966], [-0.269, -4.772, 2.434], [-0.219, 2.326, 0.957], [0.315, 4.419, 1.487], [-1.371, -1.324, 0.331], [2.940, 1.609, -0.268], [0.220, 3.540, 0.671], [-0.173, -3.353, 1.127], [1.478, -5.317, 2.887], [1.526, 0.060, -2.390], [3.251, -1.759, 0.561], [0.632, 5.397, -2.575], [1.545, -1.672, -4.561], [3.281, -4.059, -0.099], [-1.009, -3.984, 3.993], [-4.419, 3.233, 1.849], [0.499, 3.792, -0.791], [5.179, 2.425, -0.593], [-3.581, -1.551, 1.131], [0.896, 2.780, -1.676], [-1.305, -6.214, 1.806], [3.978, 1.982, -1.122], [2.709, -1.437, -3.848], [1.157, 3.090, -3.007], [-4.364, 2.662, 0.419], [-5.708, 2.881, -0.293], [3.095, 1.734, 1.113], [1.075, -0.683, 0.960], [5.334, 2.543, 0.781], [1.019, 4.396, -3.454], [-4.830, -1.010, 1.382], [2.708, -0.565, -2.768], [-4.065, 1.173, 0.550], [3.952, -2.856, 0.128], [1.939, -4.172, 0.194], [0.350, -0.188, -3.106], [0.373, 5.097, -1.247], [0.362, -1.042, -4.193], [-2.623, -0.765, 0.507], [-2.841, 0.590, 0.217], [4.289, 2.213, 1.631], [1.853, -1.822, 0.749], [-3.281, 3.407, -0.356], [-5.042, 0.331, 1.100], [1.183, -3.085, 0.648], [-1.276, -2.566, 0.928], [5.990, 2.689, -1.259], [-2.335, 3.381, 0.177], [-0.544, -1.216, -4.759], [1.555, -2.339, -5.413], [-0.569, 0.305, -2.807], [1.456, -5.785, 3.873], [3.751, -0.817, 0.744], [-3.561, 4.456, -0.455], [3.626, -0.369, -2.234], [5.020, -2.789, -0.036], [-0.916, -6.611, 0.866], [1.444, -5.129, 0.079], [4.401, 2.334, 2.700], [-5.629, -1.609, 1.800], [-0.509, -4.373, 4.882], [-3.149, 3.000, -1.363], [0.541, 6.417, -2.924], [1.236, 4.636, -4.486], [-2.071, -4.209, 4.087], [-3.476, 3.048, 2.366], [-2.079, 1.099, -0.407], [-5.842, 3.943, -0.496], [3.627, -1.931, -4.140], [3.839, 1.934, -2.195], [0.078, 5.866, -0.546], [-5.730, 2.345, -1.243], [-6.019, 0.742, 1.314], [-5.223, 2.779, 2.429], [2.167, -4.473, 2.936], [-1.306, -7.027, 2.535], [2.285, 1.456, 1.771], [-2.340, -5.920, 1.638], [-0.892, -2.899, 3.999], [1.477, 2.313, -3.689], [-6.555, 2.552, 0.308], [1.893, -6.045, 2.188], [-4.588, 4.310, 1.815], [3.830, -4.915, -0.470], [6.269, 2.900, 1.191]]}

=====

Number 1: E_tot -69605.8081 eV. Number 2: E_tot -220459.6544 eV. Number 3: E_tot -78586.8660 eV.